(1)
The following is a quantum chemistry calculation of C56H59FMoN9O6Te as an isolated structure at a distorted geometry, from OMol25.

XYZ file:
```
133
Properties=species:S:1:pos:R:3:forces:R:3
C 0.922620 6.490391 -1.565403 0.193 -0.013 -0.058
H 1.231080 -5.080572 0.258063 -0.032 0.074 0.048
N -0.073486 0.508964 1.993882 0.275 -0.326 0.578
H 9.800065 4.117532 2.497051 -0.002 -0.068 -0.023
H -6.444036 -3.191657 -1.992433 0.065 0.032 0.028
C -5.848692 -3.417649 0.031687 -0.017 -0.064 0.284
H -7.313151 -5.052789 2.289477 0.063 0.015 0.050
H 0.801257 6.835835 0.553344 0.016 0.013 0.094
H -5.033588 2.934406 0.229796 0.054 0.006 0.032
H 4.509772 3.163306 -3.733727 -0.031 -0.047 0.005
H 2.871098 4.818606 -2.118592 0.007 -0.013 -0.067
H -10.586345 -5.188062 0.655708 -0.148 0.011 -0.013
C -3.658456 -1.790329 -0.626104 0.017 -0.003 -0.216
C 3.563087 1.745604 -5.039064 0.035 -0.020 -0.020
H 3.924291 2.657107 3.239991 -0.080 0.022 -0.005
C 0.591762 6.037788 -0.156263 0.107 -0.179 -0.030
C 2.908775 5.165584 -0.001498 -0.266 -0.053 -0.031
H 3.188470 5.951319 0.697736 -0.006 0.019 0.087
H 3.745615 -2.828294 -1.101891 0.003 0.031 0.013
C 3.201623 1.838850 -2.664870 0.050 0.005 -0.115
C -2.505391 -0.392065 -2.270498 -0.042 0.197 -0.052
C 0.993958 -2.946756 0.207344 -0.092 0.129 0.081
C -0.490653 1.725846 2.691449 -0.124 -0.250 -0.412
C 9.758302 3.048188 2.276467 -0.125 -0.038 -0.009
C -2.538949 -0.923548 -0.957852 -0.308 -0.253 -0.516
H -4.395731 -2.460821 -4.885182 0.112 0.004 -0.037
C 8.351150 2.627369 1.925935 0.100 0.030 0.042
N 1.903570 0.444229 -0.283307 0.205 0.038 -1.050
C -4.022147 3.013346 2.137074 -0.093 0.057 -0.017
C 2.046788 0.201170 -3.991967 -0.001 -0.011 -0.038
H 4.294623 -4.148373 3.321786 -0.007 0.050 -0.032
H -4.859043 3.431813 2.682579 0.036 0.016 -0.029
H 2.455322 0.240494 -6.096309 0.011 0.021 0.057
C -2.829384 2.749196 2.778553 0.226 0.046 0.150
C 0.920604 -4.196610 0.804508 -0.043 -0.060 -0.045
C 8.066720 1.976865 0.733306 0.062 0.025 -0.041
C -7.411386 -5.316211 -0.400813 0.069 0.162 0.221
H -6.990850 -1.412596 -3.622213 0.042 -0.015 -0.057
C 4.170849 -3.090675 1.461626 0.056 0.029 0.017
H -6.911735 -5.333623 -1.364376 0.013 0.006 -0.050
C 4.114026 -1.878085 -0.713112 -0.121 0.203 0.058
C 4.054814 -1.868646 0.793905 0.045 -0.030 -0.042
H 4.106756 -2.080641 4.694235 -0.024 -0.001 -0.061
C 1.628340 0.208456 -1.551850 0.771 -0.391 0.247
C 3.943289 -0.807420 2.977308 0.027 0.000 -0.053
H -3.321162 -0.540745 -4.211513 0.070 -0.056 0.069
H 1.344416 -2.826006 -0.814041 -0.076 0.004 0.085
H 4.151262 5.933268 -1.579317 0.036 0.031 -0.031
H 3.838765 0.092849 3.574448 -0.004 -0.067 -0.017
C 7.298927 2.885151 2.796018 0.015 0.075 0.067
H -3.099101 -1.983483 1.447078 -0.059 -0.055 -0.087
H -2.694076 2.964252 3.833009 -0.021 -0.060 -0.106
C 1.000414 3.668211 0.110377 0.549 1.361 -0.248
H 3.397900 2.303742 -1.711432 0.011 0.048 0.124
C -9.080045 -4.052183 1.577477 0.097 -0.065 -0.044
H 8.875469 1.769305 0.036214 -0.074 0.028 0.059
C 0.437079 -4.285854 2.103023 -0.018 0.028 0.028
C -4.126964 2.729063 0.784248 -0.089 0.023 -0.069
H 7.180749 1.352265 -1.709178 -0.027 -0.003 0.049
H -0.626482 1.522937 3.745501 -0.028 -0.016 0.227
H 7.500745 3.392990 3.738494 -0.023 -0.047 -0.119
C 0.205663 -1.920695 2.090610 0.044 0.390 -0.086
C -1.789396 2.168703 2.065882 0.103 -0.217 0.071
F -4.972743 -3.575239 2.222068 -0.035 -0.074 0.184
C 6.599409 0.865911 -0.923761 0.005 0.071 0.201
H -3.067390 1.997417 -0.929719 0.021 -0.114 -0.085
O -0.498079 -0.643645 3.946689 0.004 0.073 -0.109
H -9.292483 -6.119602 -1.155195 -0.042 -0.060 0.063
H -5.370350 -3.391650 -3.782750 0.047 -0.112 0.060
C 2.670619 0.685271 -5.132367 -0.048 -0.017 0.038
N 1.463318 4.891935 0.195402 -0.031 -0.122 0.202
H 0.617971 5.720531 -2.284186 0.018 -0.033 -0.050
C -7.568396 -4.152908 1.713496 0.023 -0.073 -0.288
H 3.530450 -1.071773 -1.162082 0.212 -0.229 0.121
Te 3.656829 1.260713 0.905955 0.201 -0.086 0.347
H -9.579617 -4.078572 2.543013 -0.045 -0.090 0.009
C -3.042885 2.176927 0.132385 -0.077 0.161 -0.136
O -1.472018 0.884356 -3.949793 0.021 0.144 0.085
H 1.332489 -0.609897 -4.050392 0.028 0.016 -0.022
H 0.395430 7.413819 -1.791200 -0.014 0.041 -0.057
H -0.451703 5.741391 -0.065685 0.001 -0.030 0.015
H 0.265025 2.505482 2.576468 0.018 0.070 0.020
C 3.930514 -0.723289 1.583167 -0.109 0.020 0.166
H -9.348262 -6.085325 1.244618 -0.032 -0.130 0.064
H 3.487349 4.272609 0.219305 0.011 -0.107 0.053
H -9.357196 -3.145649 1.046174 -0.084 0.008 -0.063
C -3.823752 -2.253076 0.684037 0.202 0.100 0.156
C 3.824261 2.326479 -3.805196 -0.047 0.005 0.054
C 4.941990 2.855076 3.558992 0.246 -0.022 -0.083
C -6.302851 -1.556376 -4.459393 -0.009 0.011 0.016
H 5.140509 -1.769466 -1.055776 0.143 0.016 -0.018
O 0.564739 -0.537364 -1.701808 0.114 0.697 0.095
C -3.392759 -0.884745 -3.183823 0.103 0.055 -0.219
C -8.914676 -5.257308 -0.610852 0.057 0.018 0.075
H 10.452521 2.838533 1.461728 -0.060 0.010 0.055
C 5.734844 1.842329 1.300086 -0.012 0.000 -0.207
N -4.347717 -1.786337 -2.919684 -0.184 -0.256 -0.156
H 4.055956 2.122559 -5.928148 -0.055 -0.023 0.054
H 5.009555 3.909194 3.835893 0.015 -0.043 -0.019
C 5.987529 2.519184 2.507547 -0.057 -0.039 0.043
C -5.679775 -2.967122 -1.258920 -0.004 -0.062 -0.252
H -0.311058 -3.118126 3.777842 0.071 -0.007 -0.047
H -7.222421 -3.295629 2.278282 0.016 0.063 0.028
C 3.117491 5.633056 -1.425539 -0.186 0.136 -0.099
H 0.351801 -5.248708 2.594635 0.020 0.066 -0.028
N -9.574149 -5.221438 0.750819 0.225 0.270 -0.126
O -1.674386 -0.717109 -0.080348 -0.121 -0.340 0.560
N 0.595155 2.598609 0.031229 -0.002 0.024 0.119
Mo -0.164974 0.674098 -0.099909 -0.922 0.123 -0.283
C -0.155523 -0.617560 2.768713 -0.057 0.096 -0.099
C -4.867142 -3.068718 0.982345 -0.096 -0.015 -0.082
C -4.562657 -2.192286 -1.614496 -0.072 -0.076 -0.002
C 4.086811 -2.030083 3.612209 -0.006 0.009 0.001
C 0.070186 -3.123136 2.764503 0.007 -0.151 0.119
H -5.999379 -0.572784 -4.823092 -0.029 -0.048 0.047
O 2.309239 6.767797 -1.696359 -0.057 -0.087 0.070
C 4.192542 -3.180621 2.844356 -0.005 0.014 -0.036
O -1.030948 1.448671 -1.823841 -0.335 -0.273 -0.219
C 2.322084 0.764128 -2.747446 -0.109 -0.356 0.022
N 0.639947 -1.831444 0.842876 -0.024 -0.382 -0.138
H 6.963680 -0.159295 -0.839797 -0.026 -0.044 -0.018
H 10.107568 2.518913 3.166651 -0.018 0.024 -0.061
C -1.572964 0.708307 -2.756221 0.075 -0.042 0.148
H -6.835538 -2.061225 -5.267249 0.013 0.042 0.045
N -6.971850 -4.182323 0.388717 -0.173 -0.063 0.015
N -1.904479 1.874605 0.758665 0.010 0.017 0.633
H -9.197917 -4.343542 -1.127164 -0.090 0.042 0.022
H 5.561435 0.832237 -1.245577 -0.108 -0.022 -0.044
C -5.089659 -2.379944 -4.054636 -0.181 0.353 0.110
C 6.774795 1.582526 0.395312 -0.039 0.004 0.035
H 4.256450 -3.994581 0.866762 0.005 0.039 0.031
H -7.164592 -6.258011 0.112820 0.067 -0.034 -0.037
H 5.122033 2.272605 4.466248 -0.007 0.011 -0.044
```
Forces are in eV/Å.

Results
2S+1   4
Kohn-Sham gap (alpha / beta)   0.22754 / 0.25241 Ha
Energy relative to the best compared isomer or geometry (same formula, charge and spin)   28.3 kcal/mol
Charge   +2
HOMO energy (alpha / beta)   -10.807 / -11.628 eV
LUMO energy (alpha / beta)   -4.6 / -4.8 eV
DFT total energy   -3549.24776 Ha


(2)
The following is a quantum chemistry calculation of C16H12F6NO6PPdS2 as an isolated structure, from OMol25.

XYZ file:
```
45
Properties=species:S:1:pos:R:3:forces:R:3
C -3.241828 -2.624918 -2.729552 0.017 0.017 0.030
C 4.482389 1.719616 -0.883160 -0.176 -0.055 -0.026
Pd 1.235172 0.700152 0.260859 -0.288 -0.146 -0.520
F 3.046650 2.186212 2.967754 0.015 -0.020 0.015
C -1.533274 -1.636933 2.636483 0.022 0.001 -0.028
C -3.183573 -2.280556 -4.071940 -0.006 -0.003 -0.021
C -3.207982 0.042883 2.283721 0.001 -0.013 0.027
H -0.775054 2.141632 -2.230631 0.008 -0.003 0.010
C -1.272224 1.803654 -1.316773 -0.035 -0.034 -0.017
H -3.056952 1.169293 0.475759 0.011 -0.001 -0.011
C -1.677619 -0.487486 -3.510886 -0.019 -0.020 -0.032
N 4.457907 0.473608 1.437668 0.091 -0.136 -0.119
F 1.515613 0.711694 3.376909 0.073 0.032 0.036
H -1.054558 0.339955 -3.833541 0.005 -0.004 0.014
C -0.954305 -1.310539 1.417434 0.001 -0.028 0.050
H -3.851746 -3.463187 -2.410265 -0.004 -0.002 -0.006
H -2.334291 -0.918240 -5.502174 -0.004 -0.005 -0.002
C -1.499070 -0.311523 0.607564 -0.154 -0.024 -0.065
C -2.633549 0.362516 1.061062 0.013 -0.014 -0.002
O 6.023395 -0.320645 -0.341563 -0.116 -0.021 0.030
H -3.106450 -1.201230 4.034499 -0.004 0.002 0.000
C -1.733188 -0.812911 -2.150861 0.062 0.017 0.008
O 4.774570 -0.770481 3.568256 -0.025 0.007 -0.031
O 3.626412 -0.788256 -0.613819 -0.136 -0.035 -0.068
H -4.075453 0.595216 2.627220 0.000 -0.001 0.003
S 4.655829 0.038129 -0.059223 0.343 0.148 0.154
S 3.803593 -0.369426 2.583414 0.081 0.128 0.156
O 0.117807 2.687125 0.448903 -0.012 0.066 0.062
H -0.044611 -1.809812 1.102380 0.005 0.019 -0.013
O 2.829754 -1.339255 2.173123 -0.063 -0.095 -0.023
F 4.070679 2.670097 -0.053523 -0.034 0.005 -0.031
F 5.663696 2.109312 -1.391409 0.084 0.030 0.000
H -2.345568 1.817851 -1.511904 -0.009 0.020 0.001
O -1.742560 3.798835 -0.132122 0.002 -0.028 0.043
C -2.527494 -1.899852 -1.782589 -0.040 -0.031 -0.038
F 3.140606 0.998597 4.765057 0.034 -0.032 0.044
F 3.623951 1.632866 -1.901242 0.059 0.033 0.008
C -0.936505 2.855175 -0.219648 -0.010 0.049 -0.084
H -3.742185 -2.844367 -4.810142 0.000 0.001 0.000
H -1.076224 -2.398980 3.256710 -0.008 -0.005 0.000
H -2.594013 -2.181234 -0.738409 0.004 0.002 0.001
P -0.627711 0.106552 -0.964905 0.377 0.141 0.506
C 2.819197 0.972335 3.458751 -0.149 0.013 -0.062
C -2.394609 -1.201658 -4.456972 0.002 0.005 0.009
C -2.664622 -0.961816 3.073727 -0.019 0.020 -0.008
```
Forces are in eV/Å.

Results
2S+1   1
Kohn-Sham gap   0.19237 Ha
Energy relative to the best compared isomer or geometry (same formula, charge and spin)   15.7 kcal/mol
Charge   -2
HOMO energy   -0.568 eV
LUMO energy   4.7 eV
DFT total energy   -2987.96314 Ha